DFT (the ωB97M-V functional and the def2-TZVPD basis) results for a structure of composition C24H42NdO2P2.

* <S²>: 3.755
* total charge: +1
* 2S+1: 4
* electronic energy: -63510.5152 eV

Each line ends with the Löwdin spin population.
Element x y z (Å)
Nd  0.626  -1.021  0.107  3.03
C  -0.847  0.894  -1.540  0.00
C  -1.598  0.884  -0.319  0.00
C  0.440  1.888  0.097  0.00
C  0.407  1.520  -1.277  -0.01
C  -0.790  1.484  0.697  0.00
C  -1.343  0.415  -2.861  0.00
H  -1.840  -0.575  -2.774  0.00
H  -0.516  0.301  -3.576  0.00
H  -2.084  1.111  -3.294  0.00
C  1.460  1.828  -2.278  0.00
H  1.167  1.501  -3.281  0.00
H  2.413  1.343  -2.017  0.00
H  1.650  2.913  -2.322  0.00
C  1.535  2.669  0.730  0.00
H  1.712  3.611  0.183  0.00
H  2.484  2.109  0.726  0.00
H  1.285  2.927  1.765  0.00
C  -1.210  1.721  2.107  0.00
H  -1.964  2.526  2.165  0.00
H  -0.349  2.001  2.732  0.00
H  -1.663  0.815  2.550  0.00
C  -3.003  0.420  -0.125  0.00
H  -3.694  1.284  -0.063  0.00
H  -3.124  -0.150  0.810  0.00
H  -3.349  -0.217  -0.950  0.00
C  -0.057  -5.507  0.271  0.00
C  -1.200  -5.547  -0.444  0.00
C  -2.455  -6.278  -0.079  0.00
C  -2.926  -6.160  1.382  0.00
C  -2.446  -4.952  2.116  0.00
C  -1.351  -4.869  2.904  0.00
C  -0.151  -5.743  2.861  0.00
C  0.193  -6.358  1.479  0.00
H  -2.365  -7.347  -0.339  0.00
H  -2.661  -7.071  1.934  0.00
H  -3.256  -5.908  -0.739  0.00
H  -0.309  -7.337  1.386  0.00
H  0.839  -5.039  -0.153  0.00
H  -1.161  -5.345  -1.515  0.00
H  1.281  -6.569  1.502  0.00
H  0.738  -5.190  3.198  0.00
H  -1.478  -4.336  3.861  0.00
H  -0.270  -6.566  3.588  0.00
H  -4.028  -6.120  1.348  0.00
H  -3.214  -4.178  2.206  0.00
P  -1.420  -2.381  -1.304  0.00
C  -0.083  -3.175  -2.350  0.00
C  -2.988  -3.215  -1.674  0.00
P  -1.004  -1.606  2.269  0.00
C  -1.006  -2.759  0.624  0.00
C  -2.469  -1.874  3.306  0.00
C  0.445  -2.400  3.048  0.00
H  0.952  -3.111  -1.942  0.00
H  -0.084  -2.623  -3.312  0.00
H  -0.310  -4.230  -2.574  0.00
H  -3.306  -3.842  -0.826  0.00
H  -2.917  -3.833  -2.594  0.00
H  -3.767  -2.440  -1.839  0.00
H  0.232  -3.469  3.147  0.00
H  0.601  -1.993  4.055  0.00
H  1.385  -2.335  2.473  0.00
H  -0.063  -3.350  0.647  0.00
H  -1.741  -3.527  0.849  0.00
H  -2.742  -0.912  3.780  0.00
H  -2.260  -2.593  4.118  0.00
H  -3.343  -2.215  2.718  0.00
O  3.118  -0.545  -0.102  0.00
C  3.372  -1.710  0.340  0.00
O  2.429  -2.532  0.653  0.00
H  4.405  -2.042  0.468  0.00